1.
Formula: C28H36N6O6S
Source: OMol25
Level of theory: ωB97M-V/def2-TZVPD

```
77
C28H36N6O6S, DFT ωB97M-V/def2-TZVPD
C -3.239 -0.272 -2.746
C -1.751 -0.081 -2.971
C -1.308 -0.059 -4.414
N -1.051 -1.240 -2.409
N -0.836 -2.265 -3.205
N -0.288 -3.219 -2.411
C 0.149 -4.425 -3.165
C 1.143 -3.961 -4.212
C -1.096 -5.028 -3.786
C -0.180 -2.808 -1.130
C 0.340 -3.739 -0.046
C 0.164 -3.067 1.314
C 1.825 -4.032 -0.297
C -0.472 -5.041 -0.043
C -0.632 -1.463 -1.103
C -0.649 -0.404 -0.211
H -3.797 0.564 -3.182
H -3.563 -1.212 -3.211
H -3.440 -0.318 -1.670
H -1.394 0.802 -2.439
H -1.821 0.734 -4.959
H -0.232 0.136 -4.447
H -1.504 -1.025 -4.887
H 0.624 -5.115 -2.466
H 1.422 -4.795 -4.868
H 0.694 -3.160 -4.815
H 2.051 -3.574 -3.734
H -0.828 -5.843 -4.470
H -1.760 -5.428 -3.010
H -1.634 -4.250 -4.343
H -0.888 -2.788 1.454
H 0.455 -3.763 2.114
H 0.789 -2.171 1.380
H 1.987 -4.539 -1.259
H 2.394 -3.092 -0.296
H 2.206 -4.683 0.502
H -0.429 -5.572 -1.001
H -0.076 -5.710 0.734
H -1.523 -4.819 0.184
H 0.027 -0.433 0.636
H -1.477 0.304 -0.307
C -2.089 2.153 6.334
C -1.872 2.580 4.911
C -1.874 3.935 4.568
C -1.701 4.331 3.241
C -1.494 3.356 2.255
S -1.153 3.814 0.569
O -1.977 3.076 -0.352
O -0.953 5.231 0.463
N 0.375 3.023 0.313
C 1.577 3.472 0.887
C 1.788 4.457 1.830
C 3.102 4.626 2.285
N 3.303 5.406 3.461
O 4.453 5.527 3.935
O 2.300 5.932 4.000
C 4.184 3.908 1.698
C 3.943 2.968 0.693
C 2.627 2.708 0.311
C 1.982 1.782 -0.617
N 2.569 0.883 -1.514
O 3.808 0.710 -1.496
O 1.807 0.278 -2.325
C 0.613 1.950 -0.515
C -1.544 2.001 2.583
C -1.683 1.621 3.912
H -2.023 1.064 6.414
H -1.347 2.591 7.011
H -3.079 2.456 6.697
H -2.006 4.690 5.348
H -1.712 5.383 2.967
H 0.981 5.054 2.243
H 5.187 4.101 2.076
H 4.751 2.425 0.203
H -0.120 1.553 -1.195
H -1.475 1.240 1.812
H -1.649 0.566 4.191
```

Values from the calculation:
2S+1: 1
orbital gap: 5.3 eV
HOMO energy: -6.08 eV
calculated total energy: -2266.42392 Ha

***

2.
Formula: C4H8N2O
Source: OMol25
Level of theory: ωB97M-V/def2-TZVPD

```
15
C4H8N2O, DFT ωB97M-V/def2-TZVPD
C -1.194 1.722 -0.369
N 0.561 -0.939 -0.848
C -1.121 0.305 0.079
C 1.167 -0.566 0.199
C 1.759 0.175 1.096
O -0.074 -2.179 -0.779
N -2.003 -0.385 0.599
H -0.253 -2.367 -1.712
H -1.751 -1.359 0.783
H 2.480 -1.587 -0.530
H -2.214 2.107 -0.266
H -0.875 1.796 -1.409
H -0.517 2.337 0.227
H 1.233 0.964 1.618
H 2.802 -0.024 1.314
```

Values from the calculation:
2S+1: 1
orbital gap (spin up / spin down): 6.8 / 8.7 eV
HOMO energy (spin up / spin down): -6.94 / -8.15 eV
calculated total energy: -341.64628 Ha

***

3.
Formula: CH2NO2S
Source: OMol25
Level of theory: ωB97M-V/def2-TZVPD

```
7
CH2NO2S, DFT ωB97M-V/def2-TZVPD
C 0.712 -1.791 0.279
N -0.619 1.657 -0.346
O 1.829 -1.970 -0.137
O 0.169 1.134 -1.259
S -0.564 -1.839 1.168
H -0.220 1.837 0.491
H -1.308 0.971 -0.195
```

Values from the calculation:
2S+1: 1
net charge: -1
orbital gap (spin up / spin down): 4.3 / 3.6 eV
HOMO energy (spin up / spin down): -1.20 / -0.48 eV
calculated total energy: -642.64492 Ha